Here is 2 unconnected molecules or ions with the total composition C11H15NSi at a distorted geometry from OMol25. Energies are from ωB97M-V with the def2-TZVPD basis set.

Values from the calculation:
2S+1 = 1
energy = -772.29196 a.u.
E_HOMO (alpha / beta) = -0.324 / -0.273 Ha
ΔE to the lowest compared entry with this formula, charge and spin = 3.054 eV
total charge = 0
Kohn-Sham gap (alpha / beta) = 8.05 / 7.43 eV

Geometry as XYZ:
```
28
C11H15NSi, DFT ωB97M-V with the def2-TZVPD basis set
H -1.78589 1.27344 -0.61841
C -0.69604 -2.32079 0.75658
H 0.07428 -0.86686 -3.76413
C 3.95551 0.91730 0.57629
H 1.05233 1.71646 -0.94149
C 1.37863 -0.08137 0.18426
H -3.57030 1.85256 1.82637
H 2.04319 -1.76392 1.33221
C 3.59243 -0.30744 1.11467
C -1.67374 0.63481 0.26014
H -2.95667 -0.55513 1.52636
H -3.47616 -0.47395 -0.15547
Si -0.36775 -0.70322 -0.07732
N -0.90861 -3.36068 1.19703
C -3.05039 0.10860 0.66441
H 1.27266 -2.06755 -3.05787
C 0.26121 -1.79126 -3.25938
H 4.95058 1.30217 0.73847
C 3.03728 1.63994 -0.16908
H -0.47643 -2.56224 -3.32030
H -4.11720 1.91370 0.14908
C 1.76211 1.14447 -0.35989
H -1.29961 1.28222 1.06156
C -3.98397 1.26221 1.01125
H 3.31595 2.59175 -0.59758
C 2.31905 -0.80630 0.91367
H 4.30757 -0.87233 1.69408
H -4.96004 0.89342 1.31451
```

---

Here is C4H11NO2 in the gas phase at a distorted geometry from OMol25. Energies are from ωB97M-V with the def2-TZVPD basis set.

Values from the calculation:
2S+1 = 1
energy = -364.21678 a.u.
E_HOMO = -0.332 Ha
SMILES = N[C@H](CO)CCO
ΔE to the lowest compared entry with this formula, charge and spin = 1.398 eV
total charge = 0
Kohn-Sham gap = 9.91 eV

Geometry as XYZ:
```
18
C4H11NO2, DFT ωB97M-V with the def2-TZVPD basis set
H 1.71146 0.01381 -0.58354
N -1.36854 0.03864 0.72962
H 0.12744 -2.34777 0.51675
C -0.18204 -1.79916 -0.38241
H -1.75775 -2.99242 -0.24217
H 1.40127 -0.36230 1.10877
O 0.34915 2.29769 -0.72934
H -2.10922 -0.65895 0.70414
C 1.06457 0.25677 0.28107
H -1.80223 0.90647 0.45375
H 0.49861 2.06213 1.34030
H -0.44399 0.15325 -1.15743
H 0.60683 3.23239 -0.72534
H 2.03844 2.14335 0.45248
C 1.01597 1.74745 0.42934
O -1.42293 -2.34358 -0.86384
H 0.57199 -2.02672 -1.13943
C -0.29903 -0.32105 -0.19272
```

---

Here is 13 unconnected molecules or ions with the total composition H26O13 from OMol25. Energies are from ωB97M-V with the def2-TZVPD basis set.

Values from the calculation:
2S+1 = 1
energy = -993.66921 a.u.
E_HOMO = -0.415 Ha
ΔE to the lowest compared entry with this formula, charge and spin = 2.830 eV
total charge = 0
Kohn-Sham gap = 10.90 eV

Geometry as XYZ:
```
39
H26O13, DFT ωB97M-V with the def2-TZVPD basis set
H 8.47646 -11.53012 -14.00745
H 12.32587 -5.06373 -19.58326
O 14.30207 -12.01961 -12.35151
H 14.54851 -11.09569 -12.39514
O 9.09545 -7.53092 -10.84398
H 9.76077 -4.90429 -16.02500
O 10.21083 -4.07110 -15.88544
H 14.24929 -4.78224 -16.90862
O 13.49851 -7.88485 -11.93434
H 7.35487 -7.33485 -16.29438
H 9.98530 -7.24374 -10.63923
H 16.92980 -8.79207 -15.52261
H 11.35067 -9.13758 -15.25239
H 12.83996 -11.93234 -17.63168
O 12.06205 -9.27978 -15.87686
O 12.48881 -12.78454 -17.88991
H 13.92101 -12.20711 -13.20933
O 8.14386 -7.59397 -16.77038
H 11.13883 -4.27819 -15.99576
O 16.16459 -8.97565 -14.97765
H 15.49687 -9.27520 -15.59461
H 14.10981 -7.88471 -12.67092
O 10.73398 -8.65824 -20.27089
O 11.86310 -4.87611 -20.39989
H 9.21348 -8.32670 -11.36267
O 14.04068 -5.59298 -17.37275
H 7.84403 -11.10006 -12.70093
H 8.21836 -8.53583 -16.61677
H 8.57630 -12.20572 -17.71435
O 8.42313 -10.79338 -13.39867
H 13.17639 -13.40818 -17.65639
H 11.90225 -8.64155 -16.57210
H 12.55821 -4.72637 -21.04069
H 14.02179 -8.17769 -11.18825
H 10.90226 -7.73381 -20.08828
O 8.91396 -12.75839 -17.00953
H 9.86490 -12.72637 -17.11407
H 9.92122 -8.85112 -19.80351
H 14.66983 -6.23097 -17.03604
```